A cluster of 2 separate species, C8H9NO2 in total at a distorted geometry. Source: OMol25; level of theory: ωB97M-V with the def2-TZVPD basis set.

Output
- highest occupied orbital energy (eV) = -8.182
- SMILES = C1=C[C@]23C=C[C@]12N3.CC(=O)O
- 2S+1 = 1
- net charge = 0
- relative energy (zero: lowest compared OMol25 entry of this formula, charge and spin) (kJ/mol) = 635.4
- LUMO energy (eV) = 0.621

```
20
Properties=species:S:1:pos:R:3:forces:R:3:lowdin_charge:R:1
C -3.4116 0.9961 -0.1970 -1.02 -1.44 1.11 0.003
C -3.2306 0.3042 0.9224 0.56 1.07 1.24 -0.033
C -1.9046 -0.8782 -1.3476 -0.68 0.67 1.36 0.015
C -1.7684 -1.4162 -0.1558 0.66 0.69 -1.01 -0.018
C -2.0762 0.5155 -0.7932 -1.11 0.48 -0.59 -0.270
C -1.7992 -0.1607 0.6776 -1.40 -1.72 -0.59 -0.240
C 4.3613 -0.2958 0.3237 0.59 -0.06 -0.45 -0.008
C 3.0428 0.3696 0.3580 -0.08 2.07 -2.08 -0.611
N -0.9592 0.7780 -0.0004 1.33 3.36 1.77 0.095
O 2.1447 -0.2584 -0.4049 0.85 -1.92 -0.04 0.097
O 2.9141 1.4765 0.8179 -0.70 -0.22 0.43 0.084
H -4.3800 1.3854 -0.4977 0.67 0.55 -0.74 0.097
H -3.7310 0.1217 1.8837 -0.19 0.21 -0.72 0.107
H -1.8977 -1.1391 -2.3491 0.08 -0.76 -1.64 0.078
H -1.4642 -2.3398 0.1504 0.45 -2.54 0.83 0.070
H 4.1383 -1.3637 0.4032 0.82 -0.01 1.00 0.087
H 4.8923 -0.2620 -0.6764 -0.94 0.54 0.93 0.110
H 4.8979 0.3470 1.0590 0.33 -1.60 -0.22 0.104
H 1.3705 0.1703 -0.7383 -1.01 1.23 0.54 0.082
H -1.1392 1.6496 0.5643 0.79 -0.60 -1.14 0.152
```
Forces are in eV/Å.